(1)
{"formula": "C34H51F9O9S5", "method": "ωB97M-V/def2-TZVPD", "homo_energy_ev": -8.20, "gap_ev": 7.24, "elements": ["C", "C", "O", "O", "C", "C", "C", "C", "C", "C", "C", "C", "C", "O", "C", "C", "F", "F", "C", "C", "C", "C", "C", "C", "F", "F", "F", "C", "C", "C", "F", "F", "C", "F", "F", "C", "O", "H", "H", "H", "H", "H", "H", "H", "H", "H", "H", "H", "H", "H", "H", "H", "H", "H", "H", "H", "H", "H", "C", "S", "O", "C", "H", "H", "H", "H", "H", "H", "C", "S", "O", "C", "H", "H", "H", "H", "H", "H", "C", "S", "O", "C", "H", "H", "H", "H", "H", "H", "C", "S", "O", "C", "H", "H", "H", "H", "H", "H", "C", "S", "O", "C", "H", "H", "H", "H", "H", "H"], "positions_angstrom": [[4.4710, -1.4459, 1.0773], [4.4244, -0.3956, -0.0957], [4.8254, -0.7292, -1.1858], [3.9919, 0.9142, 0.0641], [2.8438, 0.9753, 0.9490], [2.1781, 2.3839, 1.0072], [2.0543, 3.1016, -0.3850], [1.3675, 2.2294, -1.5087], [0.2427, 2.9591, -2.3195], [-0.9274, 3.5662, -1.4319], [-1.4170, 2.5254, -0.3613], [-1.5942, 1.2104, -0.6746], [-2.0453, 0.2318, 0.4569], [-1.5581, -0.8502, 0.6147], [-3.1645, 0.8366, 1.4025], [-4.2794, -0.1390, 1.7963], [-3.6894, -1.1675, 2.5520], [-5.3596, 0.3146, 2.5037], [-4.8403, -0.8591, 0.5133], [-6.0308, -0.3215, -0.1525], [-6.6134, -0.9717, -1.3191], [-5.9886, -2.1775, -1.8530], [-4.8152, -2.7181, -1.2234], [-4.0835, -3.9932, -1.7269], [-3.0194, -3.7232, -2.5331], [-4.9570, -4.7880, -2.4136], [-3.6598, -4.6989, -0.6239], [-4.2784, -2.0564, -0.0433], [-2.9806, 2.1288, 1.7415], [-4.0157, 2.8684, 2.6290], [-3.4767, 4.1478, 2.8755], [-4.1983, 2.3297, 3.8786], [-5.4074, 3.1845, 1.9049], [-5.7286, 4.5134, 1.9465], [-5.4590, 2.6516, 0.6267], [-1.7050, 2.8591, 1.1786], [-0.9777, 3.5500, 1.8495], [5.4937, -1.8953, 1.1450], [3.7705, -2.2985, 0.8720], [4.2011, -1.0467, 2.0841], [2.1443, 0.1364, 0.7018], [3.2232, 0.7542, 1.9894], [1.1445, 2.2456, 1.4127], [2.7487, 3.0270, 1.7326], [3.0934, 3.3777, -0.7070], [1.4888, 4.0586, -0.2050], [1.0491, 1.2574, -1.0541], [2.1803, 1.9595, -2.2391], [0.7084, 3.7266, -2.9884], [-0.2369, 2.2053, -3.0063], [-0.5823, 4.5444, -1.0050], [-1.7877, 3.7399, -2.1352], [-1.4238, 0.8615, -1.7136], [-6.5703, 0.5806, 0.2072], [-7.5391, -0.5483, -1.7724], [-6.4486, -2.6474, -2.7535], [-3.3835, -2.5141, 0.4230], [-6.1823, 2.6228, 2.4942], [-1.0015, 9.0104, 0.1300], [-1.1921, 7.2405, 0.4132], [-1.7507, 6.6406, -0.8260], [-2.5524, 7.3986, 1.5834], [-0.2202, 9.1562, -0.6153], [-1.9378, 9.4316, -0.2389], [-0.7092, 9.4986, 1.0606], [-3.3856, 7.9247, 1.1151], [-2.2117, 7.9431, 2.4651], [-2.8720, 6.3991, 1.8767], [-5.8591, -6.9753, 4.2143], [-5.4271, -5.5755, 3.1635], [-6.6189, -5.2598, 2.3302], [-4.2644, -6.4748, 2.1209], [-6.6144, -6.6475, 4.9277], [-6.2620, -7.7868, 3.6066], [-4.9734, -7.3127, 4.7546], [-4.7663, -7.3182, 1.6443], [-3.4296, -6.8292, 2.7276], [-3.8914, -5.7959, 1.3556], [3.5594, -2.4570, -4.4786], [1.9030, -1.7573, -4.3413], [1.9242, -0.7633, -3.2291], [1.1208, -3.2532, -3.7103], [4.2351, -1.6741, -4.8255], [3.8936, -2.8208, -3.5069], [3.5508, -3.2734, -5.2026], [1.6077, -3.5644, -2.7859], [1.1937, -4.0443, -4.4579], [0.0707, -3.0356, -3.5145], [8.0814, 3.9705, 1.8514], [6.7536, 2.7648, 2.0328], [7.0082, 2.0066, 3.2897], [7.2648, 1.7178, 0.6592], [7.9820, 4.7112, 2.6442], [9.0492, 3.4745, 1.9374], [7.9954, 4.4640, 0.8824], [8.2847, 1.3652, 0.8213], [7.2056, 2.2836, -0.2713], [6.5904, 0.8664, 0.6063], [4.7038, -6.2455, -0.6300], [5.1049, -4.8053, -1.6365], [3.9016, -4.4897, -2.4615], [6.2901, -5.6577, -2.6924], [3.9399, -5.9572, 0.0915], [4.3209, -7.0475, -1.2627], [5.5963, -6.5782, -0.0984], [5.8064, -6.4990, -3.1909], [7.1270, -6.0096, -2.0879], [6.6542, -4.9533, -3.4393]]}

---

(2)
{"formula": "C34H80Br8Cl2N5O7V", "method": "ωB97M-V/def2-TZVPD", "homo_energy_ev": -6.52, "e_above_lowest_kj_mol": 0.00, "gap_ev": 6.67, "elements": ["O", "V", "O", "C", "C", "C", "C", "C", "C", "N", "O", "C", "C", "C", "H", "H", "H", "H", "H", "H", "H", "H", "H", "H", "H", "H", "H", "H", "H", "H", "H", "H", "Br", "C", "C", "Br", "H", "H", "H", "H", "Br", "C", "C", "Br", "H", "H", "H", "H", "Br", "C", "C", "Br", "H", "H", "H", "H", "Br", "C", "C", "Br", "H", "H", "H", "H", "C", "C", "C", "O", "C", "N", "H", "H", "H", "H", "H", "H", "H", "H", "H", "H", "H", "C", "C", "C", "O", "C", "N", "H", "H", "H", "H", "H", "H", "H", "H", "H", "H", "H", "C", "C", "C", "O", "C", "N", "H", "H", "H", "H", "H", "H", "H", "H", "H", "H", "H", "C", "C", "C", "O", "C", "N", "H", "H", "H", "H", "H", "H", "H", "H", "H", "H", "H", "C", "Cl", "Cl", "H", "H"], "positions_angstrom": [[1.8892, -1.6032, -2.0803], [0.4109, -2.0661, -1.7788], [0.1134, -3.3386, -2.7616], [1.4255, 2.4355, -0.2107], [1.3411, 1.3547, 0.8782], [1.4542, 2.0774, 2.2430], [0.1828, 2.8649, 2.5630], [-0.9838, 1.8857, 2.6211], [-1.1655, 1.1022, 1.3086], [0.1197, 0.5858, 0.8653], [0.0976, -0.2236, -0.2618], [-1.8640, 2.0014, 0.2411], [-2.1623, -0.0349, 1.6094], [2.6127, 0.4821, 0.7578], [1.4853, 2.0387, -1.2287], [2.2418, 3.1520, -0.1154], [0.4731, 2.9760, -0.2252], [2.3750, 2.6580, 2.2868], [1.5092, 1.3028, 3.0169], [0.0662, 3.6213, 1.7833], [0.2918, 3.3673, 3.5262], [-1.8525, 2.5110, 2.8660], [-0.9488, 1.2333, 3.4981], [-1.5576, 3.0417, 0.3738], [-2.9559, 2.0217, 0.2952], [-1.5739, 1.6083, -0.7363], [-2.6027, -0.5091, 0.7272], [-3.0594, 0.4336, 2.0234], [-1.7383, -0.8317, 2.2212], [3.5574, 0.7544, 1.2238], [2.7527, 0.0371, -0.2305], [2.3428, -0.4494, 1.2896], [-2.7810, 6.8088, 1.6549], [-1.2339, 5.7017, 2.1590], [-1.7144, 4.3785, 2.6804], [-2.5306, 4.5964, 4.4603], [-0.6580, 6.3230, 2.8321], [-0.7822, 5.4766, 1.1923], [-0.9702, 3.5896, 2.7419], [-2.5180, 4.0471, 2.0248], [-2.2107, 3.4217, -5.4045], [-2.7183, 4.2627, -3.7351], [-2.0114, 3.8021, -2.4692], [-0.1661, 4.5225, -2.4929], [-3.7893, 4.1254, -3.5894], [-2.5522, 5.3292, -3.8582], [-1.9765, 2.7219, -2.3640], [-2.4770, 4.2589, -1.6011], [2.2555, 2.4219, -6.0961], [2.9230, 3.5639, -4.6396], [3.5870, 2.7321, -3.5810], [4.2388, 3.8439, -2.1082], [2.1147, 4.1920, -4.2807], [3.6353, 4.2233, -5.1324], [4.4379, 2.1619, -3.9400], [2.8668, 2.0187, -3.1808], [6.7586, 2.2220, 1.8323], [7.3382, 0.7475, 2.9912], [6.1494, -0.1943, 3.2152], [5.1505, 0.4650, 4.7874], [7.6959, 1.0920, 3.9545], [8.1147, 0.1712, 2.4909], [6.4206, -1.2366, 3.3546], [5.4384, -0.1095, 2.3996], [3.9323, -6.1726, -1.5903], [4.2289, -4.6951, -1.8250], [4.7930, -4.0202, -0.5568], [3.7146, -4.0180, 0.3503], [3.9347, -3.5513, 1.6561], [5.1999, -4.5290, -2.9224], [3.5082, -6.3378, -0.6003], [4.8404, -6.7755, -1.7037], [3.3194, -6.6344, -2.3697], [3.3240, -4.1214, -2.0378], [5.2141, -3.0459, -0.8264], [5.5983, -4.6085, -0.0941], [3.0116, -3.7919, 2.1908], [3.9472, -2.4543, 1.6534], [4.7624, -3.9769, 2.2279], [6.1235, -4.6728, -2.5295], [5.0493, -5.2236, -3.6410], [0.2572, -5.4047, -0.0662], [-0.1749, -4.1460, 0.6569], [-0.2642, -4.3901, 2.1785], [-1.2318, -5.3719, 2.4303], [-1.1559, -5.8364, 3.7505], [0.7960, -3.1040, 0.2801], [0.3759, -5.2764, -1.1455], [-0.5247, -6.1636, 0.0227], [1.2172, -5.8478, 0.2107], [-1.1848, -3.8735, 0.3496], [-0.5858, -3.4610, 2.6652], [0.7615, -4.5835, 2.5079], [-1.4332, -5.0284, 4.4408], [-0.1672, -6.1972, 4.0560], [-1.8296, -6.6652, 3.9680], [0.5778, -2.2532, 0.8098], [1.7589, -3.3935, 0.4273], [-5.1924, 4.1451, 0.2761], [-6.0892, 2.8971, 0.2609], [-5.6309, 1.8430, -0.7315], [-5.0348, 2.4313, -1.8634], [-4.7127, 1.4477, -2.8146], [-6.1797, 2.3495, 1.6109], [-5.3469, 4.8230, 1.1132], [-5.4654, 4.6730, -0.6398], [-4.1394, 3.8556, 0.2477], [-7.0724, 3.3287, 0.0148], [-6.5053, 1.2010, -0.8976], [-4.8674, 1.2300, -0.2279], [-3.8052, 0.9218, -2.4753], [-4.4834, 1.8764, -3.7896], [-5.4648, 0.6656, -2.9623], [-6.8473, 1.5835, 1.6707], [-6.5585, 3.0412, 2.2472], [-3.9836, -0.9305, -1.9301], [-2.5860, -1.3585, -2.4215], [-1.8405, -0.4015, -3.2520], [-0.5396, -0.8620, -3.5254], [0.2908, 0.0494, -4.2026], [-1.8507, -1.8768, -1.2285], [-4.4210, -1.7791, -1.4095], [-4.6644, -0.6709, -2.7450], [-3.9085, -0.0642, -1.2709], [-2.6629, -2.2553, -3.0551], [-1.8740, 0.6018, -2.7903], [-2.4029, -0.2438, -4.1808], [0.2488, 1.0433, -3.7490], [0.0262, 0.1806, -5.2593], [1.3137, -0.3152, -4.2629], [-2.4229, -2.4212, -0.5988], [-1.6861, -0.9959, -0.7125], [0.4131, -1.5586, 5.1366], [1.6641, -2.5302, 4.2377], [-0.4213, -2.5417, 6.3588], [0.9685, -0.7621, 5.6149], [-0.2723, -1.1667, 4.3948]]}

---

(3)
{"formula": "C3H12NO2", "method": "ωB97M-V/def2-TZVPD", "homo_energy_ev": -12.86, "e_above_lowest_kj_mol": 1028.06, "gap_ev": 4.52, "charge": 1, "elements": ["C", "C", "C", "O", "N", "H", "H", "H", "H", "H", "H", "H", "H", "H", "H", "H", "H", "O"], "positions_angstrom": [[2.1972, 0.8543, -0.0271], [1.6507, -0.5953, -0.1153], [1.4099, -1.3801, 1.1710], [-0.1025, -0.3562, -0.4425], [3.4573, 1.1297, -0.7245], [1.4020, 1.4934, -0.5876], [2.2474, 1.2413, 0.9939], [2.2245, -1.1920, -0.8182], [2.3409, -1.6449, 1.7028], [0.8915, -2.2704, 0.9548], [0.7386, -0.7246, 1.8589], [0.8743, -0.3248, -0.9593], [4.1770, 0.5060, -0.5574], [1.0593, 1.9811, -1.1713], [3.2843, 1.2619, -1.7704], [-9.5677, 0.2175, -0.5532], [-9.2897, -0.0911, 0.9874], [-8.9952, -0.1060, 0.0578]]}